(1)
C15H15Ba2F5O19P | the ωB97M-V functional and the def2-TZVPD basis

Structure (XYZ):
```
57
Properties=species:S:1:pos:R:3:forces:R:3:mulliken_charge:R:1
Ba -2.053 -3.898 -1.142 0.16 0.56 -0.05 1.768
Ba -3.529 -1.230 2.258 0.12 0.37 -0.15 1.851
P -1.520 -1.465 0.256 -0.52 0.85 -0.10 0.035
O -2.992 -1.463 -0.296 -0.63 0.06 -0.82 -0.603
O -0.527 -1.736 -0.859 -0.40 -0.60 0.22 -0.462
O -1.731 -2.760 1.144 0.74 -1.06 0.56 -0.774
O -1.401 -0.263 1.180 0.20 -0.36 0.26 -0.419
C 0.479 1.311 2.950 0.05 0.36 -0.53 0.651
C 0.363 2.427 1.909 -0.01 0.20 0.19 0.715
O 1.111 3.476 2.438 0.09 -0.17 -0.18 -0.373
C 1.598 3.152 3.672 0.02 -0.03 0.27 0.483
O 2.278 3.847 4.337 -0.09 0.04 -0.08 -0.471
O 1.185 1.905 4.020 -0.03 -0.05 -0.03 -0.399
F -0.951 2.839 1.806 -0.03 -0.02 0.01 -0.339
H 1.034 0.469 2.540 -0.02 -0.13 0.21 -0.300
H -0.530 1.032 3.244 0.13 -0.18 0.19 -0.081
H 0.713 2.192 0.907 -0.04 -0.01 -0.03 0.131
C 2.606 -1.746 -1.395 0.03 0.61 -0.20 -0.113
C 2.378 -1.036 -0.073 -0.14 0.52 -0.79 1.636
O 2.644 0.300 -0.425 0.01 -0.18 0.35 -0.311
C 3.555 0.300 -1.451 0.09 -0.03 -0.15 0.493
O 4.126 1.259 -1.830 0.04 0.13 -0.09 -0.494
O 3.652 -0.942 -1.972 0.07 -0.37 0.20 -0.367
F 3.291 -1.427 0.861 -0.16 -0.21 0.22 -0.330
H 1.757 -1.607 -2.062 -0.30 -0.31 0.27 -0.035
H 2.870 -2.795 -1.304 0.37 0.08 -0.04 0.355
H 1.364 -1.079 0.303 0.05 -0.17 0.26 -1.079
C 0.671 -2.614 3.169 -0.43 -0.36 0.22 0.648
C 0.159 -4.006 3.516 -0.09 0.22 0.43 0.402
O 0.055 -3.988 4.906 0.24 0.02 -0.20 -0.381
C 0.897 -3.004 5.397 -0.22 -0.03 0.05 0.531
O 1.220 -2.914 6.523 0.00 0.08 0.09 -0.466
O 1.221 -2.157 4.397 0.39 -0.06 -0.10 -0.327
F 1.090 -4.942 3.146 -0.09 -0.14 -0.13 -0.332
H -0.148 -1.952 2.892 0.15 0.04 -0.24 -0.281
H 1.422 -2.708 2.388 0.13 0.36 0.07 0.063
H -0.807 -4.282 3.104 0.06 -0.06 -0.18 0.173
C -0.139 0.468 -3.550 0.35 -0.27 0.27 0.431
C 1.150 0.957 -4.193 -0.54 0.85 0.14 0.354
O 0.677 1.916 -5.098 0.01 -0.40 -0.24 -0.381
C -0.585 1.550 -5.487 -0.13 -0.07 0.15 0.609
O -1.162 1.944 -6.433 0.03 0.02 0.02 -0.489
O -1.082 0.635 -4.591 0.06 0.02 -0.16 -0.327
F 1.712 -0.083 -4.882 0.22 -0.11 0.00 -0.345
H -0.454 1.036 -2.673 0.25 0.19 -0.03 -0.343
H -0.025 -0.576 -3.252 -0.28 0.00 -0.19 0.027
H 1.894 1.440 -3.564 0.09 -0.18 0.08 0.334
C -2.543 2.015 -0.799 -0.61 -0.31 -0.31 0.447
C -3.776 1.704 -1.631 0.35 -0.01 0.08 0.336
O -3.379 2.137 -2.896 0.00 0.12 0.12 -0.306
C -2.386 3.083 -2.746 -0.16 0.02 -0.07 0.502
O -1.906 3.686 -3.637 0.05 0.06 -0.05 -0.473
O -2.040 3.178 -1.437 0.24 -0.22 -0.13 -0.331
F -4.871 2.423 -1.228 -0.08 -0.05 0.12 -0.345
H -1.878 1.165 -0.964 0.28 0.16 0.34 -0.488
H -2.725 2.184 0.254 0.09 0.15 0.02 0.335
H -4.031 0.646 -1.648 -0.11 0.04 -0.15 0.254
```
Forces are in eV/Å.

Computed properties:
2S+1: 1
strongest force on any atom: 0.027 Eh/bohr
total charge: +1
orbital gap: 7.84 eV

***

(2)
C4H38N2O13 | the ωB97M-V functional and the def2-TZVPD basis

Structure (XYZ):
```
57
Properties=species:S:1:pos:R:3:forces:R:3:nbo_charge:R:1
C 0.204 0.283 4.379 0.38 1.40 1.55 -0.645
C -0.701 0.612 3.236 -2.68 2.86 0.47 -0.421
C -1.291 -0.489 2.401 0.10 -3.74 3.85 -0.228
N -0.484 -0.901 1.307 0.92 3.53 -2.44 -0.712
C -1.095 -2.146 0.603 1.98 0.44 1.14 -0.053
N -0.858 -2.456 -0.821 -2.19 1.82 1.44 -0.880
H 0.848 -0.573 4.183 0.42 0.35 0.08 0.241
H -0.460 -0.020 5.231 0.79 0.28 -0.57 0.221
H 0.747 1.295 4.668 -0.73 -2.47 -0.25 0.218
H -1.519 1.331 3.755 1.09 -1.93 -1.29 0.213
H -0.355 1.371 2.538 0.79 0.12 -0.31 0.170
H -2.268 -0.313 2.071 -1.77 0.62 -0.28 0.173
H -1.374 -1.431 3.155 -0.05 1.81 -1.58 0.187
H -0.376 0.099 0.860 -0.28 -2.90 -0.60 0.350
H -0.400 -2.896 1.255 -2.76 0.82 -1.61 0.188
H -2.177 -2.020 0.865 0.98 -1.12 -0.42 0.217
H -1.159 -1.780 -1.563 0.18 -0.34 1.61 0.398
H 0.066 -2.661 -0.993 2.46 -0.66 -0.30 0.361
H 0.639 1.023 -3.676 0.32 1.84 0.84 0.513
H 1.159 2.793 -2.231 -0.74 -0.57 -1.19 0.504
O 0.642 2.659 -3.091 0.93 0.51 0.93 -1.010
H -2.056 -3.692 -1.774 0.84 0.20 1.13 0.493
H -2.129 -2.696 -2.950 0.17 -0.25 0.16 0.465
O -2.431 -3.551 -2.624 -1.49 -0.12 -1.98 -0.968
H -2.201 -0.124 -3.667 1.06 -0.66 1.86 0.480
H -1.386 1.458 -0.996 -0.12 0.55 0.44 0.504
O -1.582 -0.415 -2.915 -3.09 0.31 -1.18 -0.998
H -3.882 0.009 -1.122 -0.72 1.21 -0.81 0.479
H -3.333 -1.371 -1.509 0.02 -0.39 -0.77 0.491
O -3.454 -0.754 -0.799 0.45 -0.91 1.75 -0.963
H 1.553 1.280 2.520 1.21 2.16 0.43 0.500
H 1.584 2.805 2.617 -4.61 5.59 -0.40 0.467
O 2.109 2.121 2.669 3.18 -7.38 0.72 -0.917
H -4.381 -1.072 2.250 0.01 0.40 -0.36 0.466
H -4.385 -1.937 0.847 -0.16 0.53 3.78 0.500
O -4.442 -1.963 1.912 0.06 -0.87 -3.45 -0.966
H 4.273 1.498 0.743 0.21 -0.25 -1.02 0.510
H 3.106 2.046 1.436 -0.59 -0.09 -0.23 0.491
O 3.367 1.768 0.531 1.11 0.03 0.93 -1.018
H -0.758 -0.263 -3.356 1.59 0.11 -0.75 0.498
H 0.429 0.698 -5.157 0.12 -0.45 1.06 0.493
O 0.520 0.288 -4.265 0.11 -1.18 -2.22 -0.999
H 1.297 -1.061 2.174 -0.07 -0.76 0.68 0.474
H 1.293 -2.398 1.638 0.75 0.46 2.32 0.457
O 1.512 -1.956 2.531 0.24 -0.44 -2.58 -0.944
H 4.295 -0.541 -0.102 1.85 0.74 0.52 0.476
H 5.233 0.105 -1.084 0.48 -0.15 1.59 0.476
O 5.215 -0.115 -0.106 -2.08 -0.74 -2.12 -0.943
H -1.579 3.005 -0.607 -0.47 1.79 3.18 0.476
H -0.238 2.921 -2.791 -0.21 -0.27 0.02 0.496
O -1.449 2.388 -1.251 0.16 -2.37 -3.72 -0.972
H 2.192 2.599 -0.126 0.20 -1.01 -0.27 0.503
H 1.484 3.766 -0.528 -0.44 1.72 -0.19 0.461
O 1.328 2.839 -0.514 0.15 -0.23 0.35 -0.968
H 2.522 -0.519 -4.416 0.16 -0.04 -1.22 0.479
H 3.137 -0.422 -3.222 0.94 0.10 1.04 0.448
O 3.448 -0.527 -4.122 -1.15 -0.01 0.23 -0.933
```
Forces are in eV/Å.

Computed properties:
2S+1: 1
strongest force on any atom: 0.157 Eh/bohr
total charge: 0
orbital gap: 8.79 eV

***

(3)
C20H21ClN3O | the ωB97M-V functional and the def2-TZVPD basis

Structure (XYZ):
```
46
Properties=species:S:1:pos:R:3:forces:R:3:nbo_charge:R:1
O 2.161 1.719 1.363 -0.13 0.07 0.30 -0.562
C 2.303 0.993 0.410 0.13 -0.10 -0.23 0.661
C 2.407 -0.495 0.517 -0.02 -0.24 0.28 -0.054
C 3.604 -1.190 0.405 -0.09 0.13 0.00 -0.229
C 3.610 -2.568 0.547 -0.01 0.03 -0.02 -0.174
C 2.433 -3.260 0.781 -0.10 -0.02 0.03 -0.221
C 1.245 -2.556 0.896 0.26 0.20 -0.11 -0.020
Cl -0.234 -3.397 1.184 -0.17 -0.23 0.11 0.012
C 1.223 -1.176 0.779 0.10 -0.06 0.01 -0.265
N 2.307 1.497 -0.876 0.21 0.22 -0.14 -0.446
C 2.168 0.678 -2.052 -0.24 -0.20 -0.17 -0.239
C 0.683 0.440 -2.337 0.76 -0.59 0.05 -0.262
N -0.082 1.710 -2.408 -0.08 0.13 -0.30 -0.344
C -1.572 1.418 -2.504 -0.58 -0.33 0.10 -0.225
C -2.049 0.592 -1.366 0.01 -0.20 -0.13 -0.193
C -2.110 -0.784 -1.332 -0.02 0.32 -0.27 0.018
N -2.543 -1.197 -0.119 -0.08 -0.32 -0.04 -0.514
C -2.783 -0.110 0.674 0.02 0.69 0.10 0.195
C -3.230 -0.040 1.988 -0.03 0.00 0.07 -0.240
C -3.394 1.212 2.537 -0.02 -0.19 0.02 -0.192
C -3.132 2.369 1.797 0.04 0.22 -0.07 -0.206
C -2.684 2.308 0.498 -0.05 -0.07 0.09 -0.211
C -2.490 1.050 -0.081 -0.13 -0.34 0.23 -0.119
C 0.210 2.614 -1.264 0.46 0.52 0.61 -0.254
C 1.715 2.801 -1.067 -0.12 0.12 0.23 -0.239
H 4.523 -0.654 0.224 0.13 0.05 -0.02 0.232
H 4.539 -3.111 0.474 0.09 -0.06 -0.01 0.235
H 2.440 -4.334 0.885 -0.03 -0.10 0.01 0.242
H 0.297 -0.637 0.919 -0.16 0.07 0.01 0.233
H 2.660 -0.284 -1.906 -0.10 0.09 -0.14 0.258
H 2.654 1.188 -2.891 0.03 -0.08 0.04 0.212
H 0.550 -0.102 -3.275 -0.14 0.09 -0.01 0.231
H 0.258 -0.152 -1.523 0.05 0.18 -0.18 0.254
H 0.199 2.200 -3.264 -0.09 -0.08 0.09 0.427
H -1.737 0.897 -3.449 0.14 0.13 -0.02 0.236
H -2.088 2.379 -2.528 0.15 0.03 -0.09 0.238
H -1.885 -1.489 -2.109 0.04 -0.16 -0.13 0.224
H -2.667 -2.157 0.160 0.05 0.07 -0.06 0.434
H -3.444 -0.936 2.549 -0.03 -0.09 0.11 0.228
H -3.740 1.307 3.554 -0.03 -0.01 0.10 0.230
H -3.289 3.331 2.259 -0.02 0.10 0.04 0.227
H -2.508 3.215 -0.062 0.03 0.12 -0.04 0.206
H -0.279 3.573 -1.442 -0.11 -0.11 -0.10 0.234
H -0.212 2.163 -0.362 0.00 0.00 -0.16 0.256
H 1.890 3.393 -0.166 -0.10 0.01 -0.20 0.279
H 2.182 3.298 -1.921 0.00 0.01 0.02 0.207
```
Forces are in eV/Å.

Computed properties:
2S+1: 1
strongest force on any atom: 0.019 Eh/bohr
total charge: +1
orbital gap: 8.45 eV
SMILES: O=C(c1cccc(Cl)c1)N1CC[NH+](Cc2c[nH]c3ccccc23)CC1

***

(4)
C4H5NO | the ωB97M-V functional and the def2-TZVPD basis

Structure (XYZ):
```
11
Properties=species:S:1:pos:R:3:forces:R:3:nbo_charge:R:1
C 0.312 -0.919 -1.423 -0.04 0.42 0.03 -0.639
C -0.038 0.209 -0.442 -0.08 0.35 0.39 0.167
C 0.270 0.048 0.940 0.33 -0.29 0.27 -0.407
C -0.436 0.962 1.635 0.36 -0.43 -0.37 0.192
O -1.057 1.820 0.845 0.49 -1.18 -2.16 -0.350
N -0.740 1.290 -0.651 -0.69 -0.09 1.68 -0.106
H 0.137 -0.713 -2.481 -0.04 0.28 0.25 0.237
H 1.360 -1.222 -1.298 -0.23 0.28 0.02 0.230
H -0.284 -1.809 -1.159 0.08 0.49 0.02 0.238
H 1.053 -0.574 1.316 -0.16 -0.68 0.29 0.226
H -0.575 0.909 2.718 -0.03 0.86 -0.40 0.212
```
Forces are in eV/Å.

Computed properties:
2S+1: 1
strongest force on any atom: 0.049 Eh/bohr
total charge: 0
orbital gap: 10.36 eV
SMILES: Cc1ccon1

***

> 2S+1 of number 1 (C15H15Ba2F5O19P)?

1

***

> Which formula does entry 4 have?

C4H5NO

***

> Which of these has the lowest orbital gap?

C15H15Ba2F5O19P